# 1
This record from the Open Molecules 2025 dataset describes the molecule C17H26N2O2 at a distorted geometry. The level of theory is the ωB97M-V functional and the def2-TZVPD basis.

```
47
Properties=species:S:1:pos:R:3:forces:R:3:mulliken_charge:R:1
N 2.1846 -0.1117 -1.9093 0.750 1.244 -0.966 -0.595
O -0.3200 6.5456 1.3185 1.042 -1.546 -0.486 -0.322
O -0.5704 -1.6029 -0.1249 -0.148 -0.676 0.709 -0.360
C 1.3653 -1.1004 -1.4656 0.634 4.796 -0.076 -0.745
C 1.9764 1.2108 -1.7594 -1.609 -2.300 3.015 -0.764
C 0.0744 0.5998 -0.4071 -0.219 -0.493 0.066 -0.230
C 0.3171 -0.7572 -0.6922 -1.274 0.585 0.822 0.337
C 0.8545 1.5920 -0.8975 1.665 1.977 -0.795 0.660
N 0.0503 -5.1752 -0.6794 0.071 -1.030 1.095 0.026
C -1.5278 7.0102 1.8646 0.012 -1.458 -0.365 -0.858
C 1.4849 -5.5572 -0.5718 -1.989 0.410 0.171 -1.046
C 0.5798 5.9326 2.2699 0.695 -0.699 -1.820 -0.452
C -1.0320 -6.1628 -0.8865 2.250 -1.858 2.749 -0.850
C -2.3450 -5.4449 -0.7204 0.814 -0.218 0.156 -0.417
C -0.1804 -2.9437 0.1902 -1.504 0.109 2.440 -1.078
C -1.9508 -4.1101 -1.2627 0.148 2.295 -1.367 -0.827
C 1.3809 4.7791 1.6172 1.358 -0.524 -1.238 -1.379
C -0.5425 3.7321 0.0449 0.121 -0.500 -0.112 -0.707
C -0.4261 -3.8645 -0.9231 -1.548 -0.967 -1.307 0.448
C 0.7248 3.0862 -0.5010 0.242 -0.678 0.621 -0.559
C 0.6455 3.5824 0.9535 -0.712 0.301 0.996 0.285
H 1.6646 -2.0094 -1.7416 0.853 -3.685 -0.777 0.792
H 2.8111 1.9042 -1.8732 -0.314 -0.192 -0.770 0.362
H -0.7225 0.8156 0.2783 -0.353 0.048 0.206 0.377
H -2.2552 6.3397 2.3335 0.343 -1.163 -0.393 0.308
H -2.0777 7.5102 1.1058 -0.091 1.046 -0.427 0.259
H -1.1363 7.4961 2.6651 -0.111 2.988 2.476 0.439
H 2.1785 -5.1797 -1.3197 -0.309 0.149 -0.635 0.322
H 1.8727 -5.2067 0.3738 0.252 -0.124 0.475 0.293
H 1.4728 -6.6348 -0.5944 0.394 -0.372 0.075 0.410
H 0.0236 5.4786 3.0588 -0.625 -0.128 0.818 0.403
H 1.3670 6.5935 2.6933 -0.836 0.275 -0.241 0.316
H -0.8126 -6.5993 -1.8223 -0.578 -0.914 -1.410 0.436
H -0.9180 -6.9948 -0.0679 -0.213 1.165 -1.525 0.319
H -2.5016 -5.4065 0.4005 -0.710 -0.111 -1.436 0.256
H -3.1049 -5.8598 -1.4215 0.064 -0.041 1.377 0.311
H 0.8247 -3.0583 0.5416 1.021 0.591 -0.027 0.516
H -0.7839 -3.2866 1.1417 0.692 0.788 -1.865 0.113
H -2.6406 -3.2830 -0.9795 0.689 -0.373 0.063 0.305
H -1.9969 -4.1208 -2.3877 -0.087 -0.186 0.951 0.324
H 2.1840 5.0471 0.9041 -0.770 1.013 -0.167 0.440
H 2.1023 4.4327 2.3849 -0.847 -0.354 0.184 0.404
H -1.3608 2.9966 0.2007 0.485 0.855 -0.060 0.194
H -0.8023 4.7673 -0.1387 -0.125 -0.276 -0.634 0.302
H 0.0390 -3.5442 -1.8363 0.334 1.047 -0.588 0.291
H 1.4170 3.6712 -1.0807 -0.131 0.438 -0.309 0.470
H 0.4122 2.8908 1.7232 0.171 -1.253 0.331 0.474
```
Forces are in eV/Å.

Calculated values
SMILES: COCC[C@H]1C[C@@H]1c1cncc(OC[C@@H]2CCCN2C)c1
E_HOMO: -7.881 eV
HOMO-LUMO gap: 0.322 Ha
Multiplicity: 1
LUMO energy: 0.0324 Eh

***

# 2
This record from the Open Molecules 2025 dataset describes a cluster of 7 separate species, H14O7 in total at a distorted geometry. The level of theory is the ωB97M-V functional and the def2-TZVPD basis.

```
21
Properties=species:S:1:pos:R:3:forces:R:3:mulliken_charge:R:1
O -1.5114 -1.0642 -1.5866 2.353 -2.445 5.080 -0.388
O -1.4353 0.3151 1.0758 0.291 -1.182 -0.475 -0.411
O 0.0791 -2.3142 1.1855 -1.714 0.184 1.058 -0.524
O 1.6219 -1.2257 -1.5082 2.001 -1.294 3.015 -0.670
H -1.5638 -0.5564 -2.3162 -0.688 3.205 -4.733 0.324
H -0.5072 -1.0600 -1.4397 -1.075 -0.454 -0.205 0.422
H -1.8804 0.5913 0.2776 -0.602 1.380 -0.891 0.391
H -1.5836 -0.6374 0.9013 0.331 -0.726 1.025 0.377
H 0.6716 -1.5935 1.2620 1.106 1.641 0.762 0.331
H 0.4196 -2.7114 0.4184 0.448 -1.573 -1.893 0.346
H 2.3830 -1.9144 -1.3896 -1.955 1.504 -1.029 0.376
H 1.6917 -0.8692 -0.5603 -0.258 0.004 -1.789 0.304
O 0.0462 1.4430 3.6074 -3.071 1.341 -1.294 -0.623
O 1.5850 0.4655 1.0902 -1.154 2.674 -2.463 -0.623
O -0.5547 1.5640 -3.1323 1.084 2.224 -1.395 -0.639
H 1.0097 0.7254 1.8229 0.352 -0.049 0.577 0.258
H 1.3959 1.2829 0.4413 0.921 -2.637 1.920 0.404
H -0.5413 2.1737 4.0284 1.721 -1.687 -0.718 0.368
H -0.5390 1.2414 2.7957 1.104 0.314 1.924 0.316
H 0.3791 1.9444 -3.3438 -2.454 -1.096 0.516 0.336
H -1.1662 2.1997 -3.6296 1.259 -1.327 1.009 0.326
```
Forces are in eV/Å.

Calculated values
E_HOMO (spin up / spin down): -15.395 / -15.022 eV
Total charge: +1
HOMO-LUMO gap (spin up / spin down): 0.435 / 0.137 Ha
Multiplicity: 2
LUMO energy (spin up / spin down): -0.1310 / -0.4155 Eh
⟨S²⟩: 0.757

***

# 3
This record from the Open Molecules 2025 dataset describes a cluster of 2 separate species, C3H11NS in total at a distorted geometry. The level of theory is the ωB97M-V functional and the def2-TZVPD basis.

```
16
Properties=species:S:1:pos:R:3:forces:R:3:mulliken_charge:R:1
C -5.9139 2.8053 -0.1678 -0.189 -0.731 -0.158 -0.588
N -5.5489 1.4887 0.3408 0.502 -0.422 0.206 -0.502
H -5.1729 3.1506 -0.8818 0.130 0.016 -0.218 0.211
H -6.8923 2.8130 -0.6693 0.094 0.212 0.254 0.215
H -5.8896 3.5084 0.6517 -0.236 0.224 0.187 0.275
H -5.8684 0.6720 -0.1572 -0.128 0.346 -0.302 0.186
H -5.7017 1.3174 1.3206 -0.173 0.355 0.032 0.203
C 3.5741 -1.1464 -0.8801 0.487 -0.341 0.934 -0.789
S 5.1804 -0.7646 -0.1036 -0.352 -0.212 0.145 -0.071
C 5.5337 -2.3342 0.7661 0.517 0.446 -1.123 -0.723
H 3.7322 -1.6957 -1.7980 -0.263 0.107 -0.284 0.265
H 2.9884 -1.7457 -0.1749 0.085 0.019 -0.178 0.249
H 3.0539 -0.2061 -0.9845 -0.075 0.177 -0.460 0.306
H 6.1793 -2.0350 1.5792 -0.207 -0.219 0.550 0.266
H 6.1309 -2.9860 0.1252 -0.178 -0.059 -0.020 0.255
H 4.6150 -2.8417 1.0335 -0.016 0.083 0.437 0.242
```
Forces are in eV/Å.

Calculated values
SMILES: CSC.CN
E_HOMO: -8.431 eV
HOMO-LUMO gap: 0.354 Ha
Multiplicity: 1
LUMO energy: 0.0441 Eh